Entry 1:
The following is a DFT calculation (ωB97M-V with the def2-TZVPD basis set) of a molecular structure, C8H22IN2O2.

Geometry as XYZ:
```
35
Properties=species:S:1:pos:R:3:nbo_charge:R:1
I -20.78474 16.54926 -18.40232 -0.706
C -20.42900 17.44609 -14.79463 -0.621
C -21.23483 16.17148 -14.68175 -0.068
C -22.72444 16.36241 -14.57367 -0.071
O -23.12045 16.99925 -13.34475 -0.559
C -24.49030 16.72018 -12.96948 -0.246
N -20.91939 15.29247 -15.81281 -0.918
H -20.63918 18.13704 -15.61104 0.226
H -19.35279 17.28995 -14.86879 0.211
H -20.57469 18.05564 -13.90281 0.198
H -20.81948 15.63762 -13.82701 0.166
H -23.18955 15.39083 -14.74045 0.161
H -23.05431 17.01823 -15.37939 0.179
H -24.61899 17.17267 -11.98623 0.180
H -24.67907 15.64679 -12.95202 0.168
H -25.16977 17.27230 -13.61878 0.164
H -21.63025 14.60167 -16.00667 0.355
H -20.71097 15.77587 -16.67477 0.347
C -18.57988 13.91723 -19.01357 -0.650
C -19.81533 13.08546 -18.55254 -0.051
C -19.92621 13.01319 -16.98772 -0.107
O -21.10035 12.30436 -16.62903 -0.546
C -21.25075 12.30267 -15.17313 -0.272
N -21.00548 13.69656 -19.14475 -0.883
H -18.19728 13.61155 -19.98737 0.189
H -17.78822 13.66661 -18.30749 0.182
H -18.77244 14.98974 -19.04068 0.243
H -19.70492 12.03621 -18.82637 0.163
H -19.95283 14.07468 -16.74144 0.233
H -19.05121 12.53959 -16.54255 0.141
H -21.07644 13.33433 -14.86753 0.198
H -20.50406 11.74697 -14.60589 0.151
H -22.21446 11.91923 -14.83797 0.177
H -21.01465 14.68254 -18.92602 0.337
H -20.88471 13.75474 -20.14582 0.331
```

As for the net charge: -1. As for the gap between HOMO and LUMO: 0.25046 Ha. Its LUMO energy is 3.09 eV. Its total energy is -23827.449 eV. The relative energy (zero: lowest compared OMol25 entry of this formula, charge and spin) comes out at 299.5 kJ/mol.



Entry 2:
The following is a DFT calculation (ωB97M-V with the def2-TZVPD basis set) of a single C6H12O molecule.

Geometry as XYZ:
```
19
Properties=species:S:1:pos:R:3:nbo_charge:R:1
C 2.66061 0.53568 1.07244 -0.602
C 1.51560 -0.45749 0.90373 -0.390
C 0.24437 0.17639 0.34564 -0.397
C -0.89546 -0.82998 0.19877 -0.383
C -2.13376 -0.23103 -0.48140 -0.566
C -1.89519 -0.20998 -1.96126 0.256
O -1.88702 1.05372 -2.34111 -0.657
H 2.92494 0.99654 0.11372 0.201
H 2.38270 1.33904 1.76425 0.201
H 3.55945 0.04974 1.46694 0.209
H 1.29145 -0.92911 1.87026 0.194
H 1.82873 -1.26609 0.23165 0.195
H 0.45876 0.62953 -0.63278 0.194
H -0.07572 0.99783 1.00430 0.195
H -1.18591 -1.19792 1.18662 0.205
H -2.38373 0.75073 -0.05168 0.198
H -2.98590 -0.90241 -0.32858 0.237
H -0.55771 -1.69660 -0.38411 0.212
H -1.72887 1.05232 -3.29544 0.497
```

As for the gap between HOMO and LUMO: 0.34941 Ha. Its LUMO energy is 0.95 eV. Its total energy is -8461.775 eV. The relative energy (zero: lowest compared OMol25 entry of this formula, charge and spin) comes out at 248.8 kJ/mol.



Entry 3:
The following is a DFT calculation (ωB97M-V with the def2-TZVPD basis set) of a molecular structure, C49H48AsBrCl3LaN7O10P.

Geometry as XYZ:
```
121
Properties=species:S:1:pos:R:3:lowdin_charge:R:1
La 1.34584 2.61211 1.42663 2.126
O -0.41058 2.93746 -5.04132 0.054
C -0.03217 2.74163 -3.75872 -0.293
C -0.24408 1.59955 -2.98532 0.070
C 0.39328 1.51611 -1.72410 -0.170
N 0.88413 2.62268 -1.15748 0.052
C 1.01922 3.78616 -1.82484 -0.156
C 0.53078 3.91298 -3.16563 0.092
C 1.82371 4.82134 -1.10380 -0.573
O 2.47249 5.68406 -1.68729 0.028
O 1.77597 4.54566 0.19033 -0.263
C 0.28791 0.28335 -0.90806 -0.555
O -0.26928 -0.70543 -1.42888 -0.016
O 0.89750 0.42787 0.25950 -0.244
H -0.78639 2.14430 -5.43470 0.107
H -0.57449 0.69209 -3.45884 0.108
H 0.76354 4.82417 -3.77362 0.138
Br -4.27148 4.34684 0.13717 0.764
C -3.07573 5.54532 0.91515 -0.739
C -3.36191 6.92538 0.92983 -0.138
C -2.68839 7.70493 1.85557 -0.067
C -1.61176 7.15615 2.55698 -0.013
C -1.31662 5.81615 2.39886 -0.128
N -2.00311 4.98294 1.55057 0.069
C -0.14339 5.27424 3.26607 -0.617
O -0.00208 5.92686 4.27866 0.014
O 0.40214 4.17863 2.92239 -0.242
H -4.20311 7.30840 0.33102 0.097
H -3.14270 8.76936 1.99928 0.137
H -0.85834 7.67508 3.13635 0.119
C 4.88249 0.08722 1.96964 -0.076
N 4.66934 0.35501 0.56768 -0.288
C 4.00235 -0.64456 -0.25105 -0.076
C 5.44690 1.34863 0.03409 -0.245
C 5.21875 1.82983 -1.41280 -0.221
N 4.80359 3.17825 -1.56799 -0.278
C 5.26747 4.25951 -0.59765 -0.030
C 4.66285 3.62200 -2.95124 -0.108
H 5.84467 -0.51221 2.10038 0.094
H 4.08150 -0.55407 2.37304 0.083
H 5.02413 0.99414 2.56372 0.060
H 4.28093 -0.58855 -1.31999 0.069
H 2.90414 -0.54667 -0.18447 0.059
H 4.26494 -1.67141 0.15198 0.090
H 6.57884 1.17155 0.18040 0.130
H 5.32885 2.17268 0.78435 0.075
H 4.46279 1.13645 -1.92328 0.105
H 6.11046 1.58103 -2.02525 0.102
H 6.36908 4.35231 -0.67394 0.078
H 4.95902 3.74208 0.39476 0.079
H 4.74370 5.19694 -0.84214 0.071
H 5.60299 3.98408 -3.38415 0.064
H 3.87437 4.39659 -2.93131 0.063
H 4.47755 2.69619 -3.56175 0.085
O -1.25828 2.39171 1.55067 -0.206
H -1.32609 2.18467 2.49440 0.040
H -1.52709 3.37372 1.46722 0.000
Cl 2.91620 5.11770 4.67742 0.662
C 4.41622 4.27006 4.59191 -1.517
Cl 4.52290 3.17166 5.97621 0.566
Cl 5.66963 5.51875 4.85768 0.517
C 4.53584 3.45128 3.21566 -0.762
O 5.69028 3.13220 2.95283 -0.015
O 3.43998 3.23126 2.60387 -0.249
N 1.06349 0.72647 3.28496 0.007
C 1.20494 -0.31991 3.85384 -0.368
N 1.33737 -1.32780 4.57426 0.052
C 2.17625 -1.49468 5.48729 -0.465
N 2.88984 -1.94234 6.33644 0.034
C -2.10392 -3.50951 -0.09406 -0.384
C -0.58390 -3.80046 -0.13748 -0.418
As 0.03307 -5.33399 -1.36108 1.292
C -1.61037 -6.35368 -1.80432 -0.383
C -2.29279 -6.99180 -0.73535 -0.149
C -3.32992 -7.87281 -1.00993 -0.081
C -3.64411 -8.20451 -2.38480 -0.102
C -2.90994 -7.66782 -3.40510 -0.117
C -1.90495 -6.73732 -3.14017 -0.096
C 0.16853 -4.36746 -3.08201 -0.440
C -0.50026 -3.17498 -3.34177 -0.077
C -0.67986 -2.81183 -4.69239 -0.103
C -0.12550 -3.50571 -5.72536 -0.116
C 0.74543 -4.59627 -5.43386 -0.083
C 0.89537 -4.99540 -4.07247 -0.163
P -2.43808 -2.01314 1.06044 1.089
C -3.92651 -1.29107 0.32157 -0.368
C -3.77817 -0.21832 -0.61514 -0.059
C -4.91567 0.15271 -1.32753 -0.108
C -6.16452 -0.43772 -1.11312 -0.101
C -6.25554 -1.44629 -0.12495 -0.112
C -5.18286 -1.82886 0.64457 -0.110
C -3.07256 -2.76326 2.56397 -0.408
C -3.81710 -1.92162 3.40970 -0.136
C -4.24151 -2.35547 4.65222 -0.088
C -4.03191 -3.70625 4.99957 -0.111
C -3.22774 -4.58304 4.23063 -0.090
C -2.72664 -4.08074 3.00021 -0.082
H -2.68726 -4.39845 0.21356 0.052
H -2.50333 -3.25870 -1.07029 0.060
H -0.16547 -4.25094 0.77926 0.032
H -0.03724 -2.86606 -0.28884 0.041
H -1.97001 -6.67862 0.25370 0.084
H -3.86412 -8.29919 -0.12987 0.104
H -4.40797 -8.93983 -2.55058 0.082
H -2.97369 -7.99483 -4.45010 0.104
H -1.35606 -6.30549 -3.92088 0.063
H -0.96414 -2.55036 -2.55421 0.081
H -1.42256 -2.05468 -4.85733 0.094
H -0.37063 -3.31935 -6.79044 0.102
H 1.12840 -5.21302 -6.24328 0.086
H 1.53279 -5.86396 -3.84107 0.093
H -2.86078 0.24894 -0.75487 0.070
H -4.83822 0.94247 -2.10005 0.104
H -7.10801 -0.21515 -1.71087 0.112
H -7.18707 -2.02616 0.04313 0.103
H -5.26239 -2.61110 1.38540 0.099
H -3.92762 -0.91625 3.06420 0.097
H -4.78275 -1.60601 5.25827 0.108
H -4.40028 -4.09153 5.96118 0.090
H -3.09668 -5.67071 4.48223 0.108
H -2.06706 -4.77255 2.42035 0.095
```

As for the net charge: -2. As for the gap between HOMO and LUMO: 0.22411 Ha. Its LUMO energy is 3.21 eV. Its total energy is -261099.558 eV. The relative energy (zero: lowest compared OMol25 entry of this formula, charge and spin) comes out at 108.1 kJ/mol.



no.,HOMO level (eV)
1,-3.7244
2,-8.5551
3,-2.8842